1.
Below is an isolated molecule of C4H10N2OS at a distorted geometry, with properties calculated with ωB97M-V/def2-TZVPD.

Summary:
Frontier orbital gap, eV: 9.48
Relative energy (zero: lowest compared OMol25 entry of this formula, charge and spin), kcal per mole: 84.5

Each atom is followed by the atoms it is bonded to, with distances in Å.
Geometry (Å):
1 C 1.210 -1.210 1.479  N2 1.425, H9 1.150, H10 1.179, H11 1.159
2 N 1.041 0.096 0.935  C1 1.425, N3 1.395, H12 1.051
3 N 0.903 0.248 -0.445  N2 1.395, C4 1.298
4 C -0.248 -0.105 -0.930  N3 1.298, C5 1.554, S7 1.745
5 C -0.420 0.417 -2.383  C4 1.554, O6 1.426, H13 1.166, H14 1.050
6 O 0.852 0.826 -2.882  C5 1.426, H15 1.073
7 S -1.753 -0.560 -0.172  C4 1.745, C8 1.795
8 C -1.647 0.563 1.225  S7 1.795, H16 1.084, H17 1.117, H18 1.068
9 H 1.535 -1.126 2.579  C1 1.150
10 H 0.192 -1.797 1.578  C1 1.179
11 H 1.955 -1.826 0.842  C1 1.159
12 H 1.930 0.585 1.210  N2 1.051
13 H -0.893 -0.426 -3.036  C5 1.166
14 H -1.176 1.144 -2.396  C5 1.050
15 H 1.587 0.556 -2.148  O6 1.073
16 H -0.658 0.710 1.642  C8 1.084
17 H -2.089 1.525 0.868  C8 1.117
18 H -2.322 0.380 2.032  C8 1.068



2.
Below is a cluster of 3 separate species, C2H13N2O2 in total at a distorted geometry, with properties calculated with ωB97M-V/def2-TZVPD.

Summary:
Frontier orbital gap, eV: 10.02
Relative energy (zero: lowest compared OMol25 entry of this formula, charge and spin), kcal per mole: 34.1
Net charge: +1

Each atom is followed by the atoms it is bonded to, with distances in Å.
Geometry (Å):
1 N 0.104 -0.455 -1.196  C2 1.583, H5 1.127, H6 1.140, H7 1.026
2 C -0.745 0.694 -0.513  N1 1.583, C3 1.539, H8 1.177, H9 1.155
3 C -0.065 0.951 0.844  C2 1.539, N4 1.509, H10 1.158, H11 1.071
4 N -0.968 1.670 1.816  C3 1.509, H12 1.029, H13 1.019
5 H -0.262 -1.486 -0.921  N1 1.127
6 H 1.202 -0.365 -0.905  N1 1.140
7 H -0.068 -0.275 -2.191  N1 1.026
8 H -1.788 0.206 -0.274  C2 1.177
9 H -0.832 1.626 -1.190  C2 1.155
10 H 0.881 1.598 0.675  C3 1.158
11 H 0.094 -0.046 1.199  C3 1.071
12 H -1.226 2.625 1.532  N4 1.029
13 H -0.547 1.691 2.744  N4 1.019
14 H -2.181 -1.902 0.968  O16 0.979
15 H -1.667 -3.231 0.406  O16 0.954
16 O -1.658 -2.292 0.238  H14 0.979, H15 0.954
17 H 3.361 0.209 -0.638  O19 0.886
18 H 3.522 -0.829 -1.559  O19 0.962
19 O 2.844 -0.391 -1.036  H17 0.886, H18 0.962



3.
Below is a cluster of 3 separate species, C4H17N2O2 in total at a distorted geometry, with properties calculated with ωB97M-V/def2-TZVPD.

Summary:
Frontier orbital gap, eV: 11.26
Relative energy (zero: lowest compared OMol25 entry of this formula, charge and spin), kcal per mole: 21.3
Net charge: +1

Each atom is followed by the atoms it is bonded to, with distances in Å.
Geometry (Å):
1 N -2.149 0.117 -0.087  C2 1.448, H7 1.008, H8 1.008
2 C -1.495 1.409 -0.073  N1 1.448, C3 1.546, H10 1.097, H11 1.095
3 C 0.042 1.257 -0.013  C2 1.546, N4 1.508, H12 1.090, H13 1.085
4 N 0.419 -0.134 0.430  C3 1.508, C5 1.493, H9 1.036, H14 1.042
5 C 1.604 -0.668 -0.305  N4 1.493, C6 1.521, H15 1.088, H16 1.086
6 C 1.808 -2.125 0.083  C5 1.521, H17 1.088, H18 1.096, H19 1.088
7 H -2.538 -0.097 -0.992  N1 1.008
8 H -2.917 0.019 0.558  N1 1.008
9 H -0.467 -0.623 0.211  N4 1.036
10 H -1.674 2.142 -0.869  C2 1.097
11 H -1.905 1.994 0.756  C2 1.095
12 H 0.413 1.954 0.739  C3 1.090
13 H 0.396 1.553 -0.996  C3 1.085
14 H 0.586 0.087 1.435  N4 1.042
15 H 2.483 -0.132 0.045  C5 1.088
16 H 1.409 -0.557 -1.367  C5 1.086
17 H 0.955 -2.783 -0.076  C6 1.088
18 H 2.559 -2.512 -0.616  C6 1.096
19 H 2.228 -2.248 1.079  C6 1.088
20 H -1.460 -0.230 -3.435  O22 0.964
21 H -0.767 1.023 -3.800  O22 0.965
22 O -1.032 0.526 -3.016  H20 0.964, H21 0.965
23 H 0.915 -0.708 3.372  O25 0.961
24 H -0.020 0.561 3.779  O25 0.962
25 O 0.607 0.177 3.158  H23 0.961, H24 0.962



4.
Below is a cluster of 2 separate species, C5H8N2 in total at a distorted geometry, with properties calculated with ωB97M-V/def2-TZVPD.

Summary:
Frontier orbital gap (spin up / spin down), eV: 7.50 / 7.44
Relative energy (zero: lowest compared OMol25 entry of this formula, charge and spin), kcal per mole: 147.0

Each atom is followed by the atoms it is bonded to, with distances in Å.
Geometry (Å):
1 C 0.323 -1.726 1.669  C4 1.324, H8 1.104, H9 1.086
2 C 0.925 1.275 1.409  N6 1.208, H10 1.009
3 C -0.251 -0.289 -1.588  C5 1.424, N7 1.321, H11 1.183
4 C 0.016 -0.842 0.733  C1 1.324, N7 1.284
5 C -1.241 0.295 -2.429  C3 1.424, H12 1.113, H13 1.018, H14 1.008
6 N 1.398 1.159 2.514  C2 1.208, H15 1.000
7 N -0.590 -0.423 -0.318  C3 1.321, C4 1.284
8 H -0.200 -2.697 1.615  C1 1.104
9 H 0.902 -1.318 2.493  C1 1.086
10 H 0.687 2.027 0.779  C2 1.009
11 H 0.793 -0.576 -2.066  C3 1.183
12 H -0.835 1.253 -2.827  C5 1.113
13 H -2.161 0.308 -1.994  C5 1.018
14 H -1.306 -0.139 -3.336  C5 1.008
15 H 1.538 1.696 3.346  N6 1.000



5.
Below is an isolated molecule of C5H3F at a distorted geometry, with properties calculated with ωB97M-V/def2-TZVPD.

Summary:
Frontier orbital gap, eV: 10.28
Relative energy (zero: lowest compared OMol25 entry of this formula, charge and spin), kcal per mole: 49.4

Each atom is followed by the atoms it is bonded to, with distances in Å.
Geometry (Å):
1 C -1.429 1.356 -1.364  C2 1.288, H7 1.078, H8 1.080
2 C -0.600 0.760 -0.579  C1 1.288, C3 1.383
3 C 0.275 0.179 0.320  C2 1.383, C4 1.654, H9 1.094
4 C 1.051 -1.134 0.961  C3 1.654, C5 1.196
5 C 1.489 -2.201 1.277  C4 1.196, F6 1.289
6 F 2.108 -3.200 1.806  C5 1.289
7 H -1.125 1.778 -2.308  C1 1.078
8 H -2.459 1.500 -1.073  C1 1.080
9 H 0.691 0.962 0.960  C3 1.094



6.
Below is a cluster of 6 separate species, C38H60ClIN4O12S in total at a distorted geometry, with properties calculated with ωB97M-V/def2-TZVPD.

Summary:
Frontier orbital gap, eV: 6.87

Each atom is followed by the atoms it is bonded to, with distances in Å.
Geometry (Å):
1 C 7.746 -1.132 0.564  C2 1.642, H28 1.183, H29 1.183, H30 1.191
2 C 6.644 -0.406 -0.414  C1 1.642, O3 1.483, H31 1.192, H32 1.193
3 O 5.971 -1.396 -1.290  C2 1.483, C4 1.501
4 C 4.491 -1.151 -1.297  O3 1.501, N5 1.503, C24 1.627
5 N 3.661 -2.076 -0.450  C4 1.503, C6 1.503
6 C 2.228 -1.636 -0.557  N5 1.503, C7 1.671, C22 1.627
7 C 1.123 -2.499 0.352  C6 1.671, C8 1.672, C12 1.639
8 C 1.687 -3.728 1.335  C7 1.672, C9 1.673, H33 1.173, H34 1.193
9 C 2.433 -2.933 2.604  C8 1.673, O10 1.362, Cl11 1.857
10 O 1.716 -2.170 3.476  C9 1.362
11 Cl 4.270 -2.999 2.867  C9 1.857
12 C -0.489 -2.204 0.384  C7 1.639, N13 1.526, C16 1.640
13 N -1.452 -3.004 1.256  C12 1.526, C14 1.397
14 C -1.615 -2.285 2.443  N13 1.397, S15 1.719
15 S -1.878 -1.320 3.841  C14 1.719
16 C -1.077 -0.976 -0.529  C12 1.640, C17 1.672, H35 1.177
17 C 0.002 -0.086 -1.444  C16 1.672, C18 1.661, C22 1.664
18 C -0.681 1.167 -2.295  C17 1.661, I19 2.231, C20 1.639, H36 1.191
19 I -0.077 3.107 -1.374  C18 2.231
20 C -0.388 1.115 -3.907  C18 1.639, C21 1.672, H37 1.176, H38 1.179
21 C -1.528 2.118 -4.608  C20 1.672, H39 1.187, H40 1.170, H41 1.171
22 C 1.632 -0.419 -1.457  C6 1.627, C17 1.664, N23 1.502
23 N 2.515 0.463 -2.293  C22 1.502, C24 1.502
24 C 3.969 0.099 -2.199  C4 1.627, N23 1.502, C25 1.666
25 C 5.036 1.052 -3.052  C24 1.666, C26 1.639, H42 1.183, H43 1.194
26 C 5.995 0.210 -4.081  C25 1.639, N27 1.513, H44 1.193, H45 1.192
27 N 5.508 -1.181 -4.423  C26 1.513, H46 1.061, H47 1.063
28 H 8.848 -0.880 0.213  C1 1.183
29 H 7.657 -2.311 0.593  C1 1.183
30 H 7.610 -0.653 1.646  C1 1.191
31 H 7.131 0.425 -1.116  C2 1.192
32 H 5.782 0.062 0.264  C2 1.193
33 H 2.495 -4.363 0.770  C8 1.173
34 H 0.795 -4.386 1.775  C8 1.193
35 H -2.231 -0.746 -0.487  C16 1.177
36 H -1.864 1.140 -2.158  C18 1.191
37 H -0.490 0.001 -4.270  C20 1.176
38 H 0.673 1.589 -4.105  C20 1.179
39 H -1.529 3.181 -4.080  C21 1.187
40 H -2.619 1.705 -4.512  C21 1.170
41 H -1.228 2.267 -5.729  C21 1.171
42 H 5.619 1.768 -2.314  C25 1.183
43 H 4.378 1.780 -3.732  C25 1.194
44 H 7.039 0.066 -3.521  C26 1.193
45 H 6.270 0.814 -5.072  C26 1.192
46 H 5.811 -1.349 -5.426  N27 1.061
47 H 6.112 -1.864 -3.877  N27 1.063
48 C -5.603 3.316 5.158  C49 1.515, H54 1.094, H55 1.094, H56 1.095
49 C -6.774 2.623 4.493  C48 1.515, O50 1.440, H57 1.094, H58 1.095
50 O -6.400 2.103 3.204  C49 1.440, C51 1.352
51 C -5.808 0.904 3.005  O50 1.352, C52 1.498, O53 1.231
52 C -5.245 0.166 4.181  C51 1.498, H59 1.094, H60 1.095, H61 1.089
53 O -5.669 0.463 1.864  C51 1.231
54 H -4.776 2.624 5.344  C48 1.094
55 H -5.906 3.757 6.112  C48 1.094
56 H -5.210 4.109 4.512  C48 1.095
57 H -7.215 1.842 5.119  C49 1.094
58 H -7.568 3.356 4.311  C49 1.095
59 H -4.182 0.405 4.280  C52 1.094
60 H -5.359 -0.909 4.005  C52 1.095
61 H -5.756 0.375 5.120  C52 1.089
62 C -6.051 2.646 10.345  C63 1.515, H68 1.094, H69 1.094, H70 1.095
63 C -7.223 1.953 9.681  C62 1.515, O64 1.440, H71 1.094, H72 1.095
64 O -6.849 1.433 8.392  C63 1.440, C65 1.352
65 C -6.256 0.234 8.192  O64 1.352, C66 1.498, O67 1.231
66 C -5.693 -0.504 9.369  C65 1.498, H73 1.094, H74 1.095, H75 1.089
67 O -6.117 -0.207 7.052  C65 1.231
68 H -5.225 1.954 10.532  C62 1.094
69 H -6.354 3.087 11.300  C62 1.094
70 H -5.658 3.439 9.700  C62 1.095
71 H -7.663 1.172 10.307  C63 1.094
72 H -8.016 2.686 9.499  C63 1.095
73 H -4.631 -0.265 9.468  C66 1.094
74 H -5.807 -1.579 9.192  C66 1.095
75 H -6.204 -0.295 10.308  C66 1.089
76 C 0.493 2.192 4.378  C77 1.515, H82 1.094, H83 1.094, H84 1.095
77 C -0.977 2.489 4.163  C76 1.515, O78 1.440, H85 1.094, H86 1.095
78 O -1.729 2.267 5.370  C77 1.440, C79 1.352
79 C -1.874 3.177 6.360  O78 1.352, C80 1.498, O81 1.231
80 C -0.997 4.391 6.366  C79 1.498, H87 1.094, H88 1.095, H89 1.089
81 O -2.663 2.970 7.281  C79 1.231
82 H 0.933 2.855 5.129  C76 1.094
83 H 1.051 2.310 3.445  C76 1.094
84 H 0.627 1.169 4.744  C76 1.095
85 H -1.153 3.495 3.770  C77 1.094
86 H -1.377 1.793 3.418  C77 1.095
87 H -0.123 4.201 6.996  C80 1.094
88 H -1.566 5.229 6.782  C80 1.095
89 H -0.672 4.707 5.376  C80 1.089
90 C 3.872 -6.687 -5.057  C91 1.515, H96 1.094, H97 1.094, H98 1.095
91 C 5.277 -6.601 -5.616  C90 1.515, O92 1.440, H99 1.094, H100 1.095
92 O 5.666 -5.231 -5.822  C91 1.440, C93 1.352
93 C 6.189 -4.431 -4.866  O92 1.352, C94 1.498, O95 1.231
94 C 6.123 -4.868 -3.435  C93 1.498, H101 1.094, H102 1.095, H103 1.089
95 O 6.645 -3.327 -5.163  C93 1.231
96 H 3.796 -6.205 -4.078  C90 1.094
97 H 3.560 -7.731 -4.953  C90 1.094
98 H 3.165 -6.172 -5.717  C90 1.095
99 H 6.011 -7.129 -4.999  C91 1.094
100 H 5.301 -7.081 -6.600  C91 1.095
101 H 5.232 -4.439 -2.969  C94 1.094
102 H 7.015 -4.500 -2.917  C94 1.095
103 H 6.120 -5.949 -3.303  C94 1.089
104 C -2.896 1.479 -10.758  C105 1.515, H110 1.094, H111 1.094, H112 1.095
105 C -2.190 2.506 -9.897  C104 1.515, O106 1.440, H113 1.094, H114 1.095
106 O -1.542 1.879 -8.775  C105 1.440, C107 1.352
107 C -0.309 1.326 -8.813  O106 1.352, C108 1.498, O109 1.231
108 C 0.340 1.088 -10.142  C107 1.498, H115 1.094, H116 1.095, H117 1.089
109 O 0.237 0.956 -7.774  C107 1.231
110 H -2.193 0.757 -11.185  C104 1.094
111 H -3.431 1.966 -11.579  C104 1.094
112 H -3.612 0.905 -10.161  C104 1.095
113 H -1.484 3.121 -10.464  C105 1.094
114 H -2.932 3.195 -9.480  C105 1.095
115 H 0.133 0.063 -10.465  C108 1.094
116 H 1.422 1.219 -10.030  C108 1.095
117 H 0.030 1.786 -10.918  C108 1.089



These records have total energy values of -20170.2590 -9353.1566 -11492.9663 -8288.6239 -7944.9820 -102350.0627 eV, in the order they appear.